# 1
Formula: C34H57CuF3N2O2Si
Source: OMol25
Level of theory: ωB97M-V/def2-TZVPD

Atoms and positions in Å:
H (-1.086, -1.080, 6.177)
H (2.505, 3.661, -4.447)
C (-1.080, -4.287, 2.967)
H (-4.245, 2.801, 3.533)
H (-3.125, 3.821, 2.600)
C (1.173, 1.137, -1.441)
C (-1.730, -0.043, 4.381)
C (-0.300, 0.265, -4.521)
H (1.973, -1.891, 5.717)
C (0.682, -2.420, 4.095)
F (2.779, 0.341, 2.371)
C (1.608, -1.462, 4.774)
C (1.811, -0.924, -4.585)
H (-1.549, -1.498, -4.624)
H (-0.114, -2.922, -3.096)
H (2.013, -4.076, 4.386)
C (-2.825, 1.772, -1.698)
H (-0.100, 4.911, 0.685)
H (-3.831, 0.039, 0.944)
H (-4.072, -0.310, -0.769)
H (-1.781, -5.016, 2.554)
F (2.231, 2.336, 1.645)
H (3.653, -2.742, 1.096)
C (-3.320, -0.025, -0.025)
H (1.356, 0.074, -1.782)
C (-1.608, -0.456, -4.284)
H (-4.170, 2.639, 1.762)
H (2.229, -2.551, -5.889)
H (-0.056, 0.288, -5.600)
N (-0.888, -0.612, 3.522)
H (3.185, -0.850, -0.444)
C (1.778, 2.921, -4.077)
H (2.380, -3.722, 0.378)
H (0.242, 3.468, 1.651)
H (0.676, -1.760, -6.222)
Si (2.345, 2.317, -2.380)
H (-1.003, -3.599, -1.712)
H (-2.587, -0.843, 0.022)
H (2.582, 3.636, -0.271)
H (3.742, -2.303, -1.301)
C (1.044, -3.761, 3.992)
H (-2.372, 3.374, -3.072)
H (1.982, -2.207, 1.241)
C (0.504, -2.165, -1.193)
H (-3.438, 1.216, -2.408)
C (-2.240, 2.986, -2.060)
F (2.054, 1.872, 3.787)
O (0.759, -0.367, -3.779)
C (2.911, -1.886, -0.707)
C (-0.556, -1.987, 3.559)
H (-3.484, -2.232, 3.418)
C (-1.886, 1.989, 0.527)
C (-1.309, 3.230, 0.169)
H (-0.132, -1.269, -1.299)
C (0.174, -4.691, 3.424)
H (-2.697, -1.560, 5.584)
H (2.230, -0.119, -5.213)
O (1.828, -1.795, -1.639)
N (-1.707, 1.479, 1.839)
C (2.505, 3.870, -1.341)
C (3.974, 1.411, -2.619)
C (-3.575, 2.820, 2.668)
H (-3.043, 1.537, 4.894)
H (0.800, 3.420, -4.040)
H (-3.323, -3.386, 2.082)
C (-2.833, -2.540, 2.584)
H (-1.062, 4.680, -1.387)
H (1.130, -0.506, 5.001)
C (-2.514, 1.768, 2.856)
H (3.832, 0.436, -3.100)
H (1.720, 2.124, -4.830)
H (-2.404, 0.044, -4.846)
H (-1.225, 4.423, 1.970)
H (-2.790, -1.705, 1.873)
H (-0.390, 1.310, -4.170)
C (-2.005, -0.715, 5.703)
H (0.656, -4.142, -2.042)
H (0.469, -5.737, 3.348)
C (-2.412, 1.143, 4.103)
H (1.300, 1.207, -0.358)
C (-1.496, 3.715, -1.128)
H (-2.475, 0.003, 6.381)
C (-2.672, 1.267, -0.407)
Cu (0.015, 0.735, 2.274)
C (2.699, -2.691, 0.565)
H (3.401, 4.436, -1.631)
H (-1.883, -0.435, -3.222)
H (2.490, -1.261, 4.155)
H (1.632, 4.523, -1.481)
H (4.668, 1.988, -3.243)
H (2.587, -1.249, -3.879)
C (-0.018, -3.277, -2.066)
H (0.859, -2.849, -4.805)
C (1.836, 1.341, 2.533)
H (4.464, 1.236, -1.653)
C (-1.466, -2.951, 3.040)
H (0.124, 1.368, -1.671)
C (-0.562, 4.046, 1.177)
H (0.499, -2.457, -0.128)
C (1.351, -2.092, -5.425)

## Properties
2S+1: 2
gap between HOMO and LUMO (alpha / beta): 8.755 / 6.211 eV
E_LUMO (alpha / beta): 0.0180 / -0.0687 Eh
E_HOMO (alpha / beta): -0.3037 / -0.2969 Ha

# 2
Formula: C7H6NO5P
Source: OMol25
Level of theory: ωB97M-V/def2-TZVPD

Atoms and positions in Å:
H (-2.232, -0.708, -2.395)
H (-0.622, 1.057, 2.042)
O (3.464, 1.158, 0.488)
C (-2.676, 0.355, -0.575)
H (-3.726, 0.553, -0.754)
H (-3.005, 1.276, 1.178)
C (-0.130, -0.326, 0.247)
O (1.967, -1.998, -1.047)
H (-0.004, -1.229, -1.691)
C (1.309, -0.594, 0.616)
N (1.978, -1.666, 0.154)
O (2.714, -2.288, 0.940)
H (1.653, -0.586, 1.947)
C (-0.580, -0.729, -1.003)
O (1.730, 1.301, -1.391)
C (-1.915, -0.426, -1.441)
P (2.056, 1.350, 0.080)
C (-0.930, 0.527, 1.067)
O (1.119, 2.101, 0.948)
C (-2.170, 0.874, 0.590)

## Properties
2S+1: 3
gap between HOMO and LUMO (alpha / beta): 3.562 / 5.924 eV
E_LUMO (alpha / beta): 0.2134 / 0.1787 Eh
E_HOMO (alpha / beta): 0.0825 / -0.0390 Ha
total charge: -2

# 3
Formula: C6H12
Source: OMol25
Level of theory: ωB97M-V/def2-TZVPD

Atoms and positions in Å:
C (-0.764, 0.193, -0.252)
H (-1.824, -0.083, 1.732)
C (-1.154, -1.249, -0.566)
H (1.993, -1.293, -0.842)
C (1.938, 0.894, -0.541)
H (0.517, 0.680, 1.153)
H (-0.720, -1.635, -1.496)
H (1.974, 1.034, -1.622)
H (-2.242, -1.326, -0.635)
H (-0.970, 0.851, -1.105)
H (-1.354, 1.583, 1.515)
C (0.714, 0.332, 0.155)
H (2.566, -0.784, 0.797)
C (1.946, -0.531, -0.063)
C (-1.680, 0.687, 0.953)
H (-2.677, 0.931, 0.577)
H (-0.815, -1.904, 0.246)
H (2.551, 1.619, -0.007)

## Properties
2S+1: 1
gap between HOMO and LUMO: 11.404 eV
E_LUMO: 0.0444 Eh
E_HOMO: -0.3747 Ha
SMILES string: CC(C)C1CC1

# 4
Formula: C16H33FeN3OSi2
Source: OMol25
Level of theory: ωB97M-V/def2-TZVPD

Atoms and positions in Å:
H (3.435, -1.473, 0.313)
H (1.997, -3.324, 3.942)
H (-0.931, -2.244, 4.716)
C (-1.822, 0.450, -0.630)
H (-3.483, 0.126, -1.890)
H (0.151, -1.354, -2.290)
C (1.530, 1.124, 4.441)
H (0.199, 0.265, -2.419)
C (2.060, -0.545, -2.131)
H (-2.481, -2.979, 4.305)
H (4.062, -2.587, 1.502)
H (2.643, -4.524, 2.820)
C (0.270, -1.357, 1.816)
C (-3.299, 0.362, -0.836)
C (-2.570, -0.452, 2.574)
H (2.150, -4.139, -0.345)
H (3.475, -1.019, 2.032)
H (-2.643, 0.245, 1.736)
H (-3.231, -3.245, 1.207)
C (0.635, -0.152, 2.619)
H (2.672, 0.395, 0.496)
H (-2.055, -2.723, -0.005)
Si (-1.461, -1.939, 2.309)
Fe (0.043, -0.017, 0.177)
N (0.600, -0.524, -1.915)
N (0.257, 1.004, 2.025)
H (-1.688, -4.078, 1.065)
O (-1.252, 1.539, -0.572)
H (3.705, 0.727, -1.570)
C (3.283, -1.838, 1.333)
C (1.236, -3.677, 0.040)
H (2.038, 1.176, 5.396)
H (0.914, -4.464, 3.144)
H (1.244, 3.262, 4.283)
H (2.086, 1.860, 0.121)
C (0.466, 2.194, 2.604)
H (0.527, -4.482, 0.248)
H (1.628, -1.022, 4.319)
C (-2.164, -3.094, 1.015)
H (2.325, -0.631, -3.184)
N (2.089, 0.890, -0.173)
H (0.111, 3.064, 2.063)
C (1.096, 2.296, 3.823)
H (-3.776, 1.310, -0.591)
C (-1.456, -2.828, 3.953)
H (2.280, 1.590, -2.131)
H (-2.228, 0.126, 3.438)
C (1.802, -3.848, 3.002)
C (1.308, -0.103, 3.845)
H (0.802, -3.076, -0.760)
H (-0.985, -3.808, 3.896)
H (2.465, -1.415, -1.613)
H (-3.580, -0.808, 2.800)
Si (1.606, -2.662, 1.575)
C (2.616, 0.736, -1.541)
H (-3.710, -0.457, -0.249)

## Properties
2S+1: 6
gap between HOMO and LUMO (alpha / beta): 8.405 / 7.922 eV
E_LUMO (alpha / beta): -0.0843 / -0.1269 Eh
E_HOMO (alpha / beta): -0.3932 / -0.4181 Ha
total charge: +1

# 5
Formula: C17H14FN5O2S4SbV
Source: OMol25
Level of theory: ωB97M-V/def2-TZVPD

Atoms and positions in Å:
H (1.583, 3.502, 0.844)
F (2.659, -5.155, 1.996)
C (1.410, -3.267, 2.755)
C (-0.226, -3.592, 0.409)
S (-4.302, -0.110, -0.523)
H (1.286, -5.068, -0.224)
S (-1.966, -1.596, 1.087)
C (2.970, -0.270, -1.999)
H (2.184, -3.261, 3.478)
C (1.325, 0.556, -0.481)
H (-2.101, -0.277, -2.859)
N (1.400, 2.452, 0.718)
S (-2.493, 3.778, 2.993)
C (0.968, -4.401, 0.550)
H (-0.796, -3.652, -0.532)
C (1.721, -0.355, -1.448)
S (-2.601, -2.712, -2.567)
H (-0.001, -1.665, 3.124)
V (-2.030, 0.269, -0.148)
C (-1.782, 2.572, -1.894)
C (-0.846, 2.337, 1.726)
O (-2.293, 2.348, -0.712)
H (-0.183, 4.432, 2.261)
N (-1.510, 0.224, -2.177)
C (-2.959, 2.253, 2.300)
C (1.623, -4.301, 1.745)
C (0.315, -2.487, 2.504)
C (3.777, 0.884, -1.756)
Sb (-3.800, -2.504, -0.547)
C (3.342, 1.886, -0.892)
H (-1.135, 1.669, -3.690)
O (-1.684, 3.721, -2.396)
H (-0.636, -0.293, -2.216)
N (-1.225, 1.573, -2.649)
C (-0.964, 3.662, 2.144)
H (4.003, 2.828, -0.686)
C (2.193, 1.631, -0.173)
N (-1.974, 1.535, 1.842)
H (-3.991, 1.929, 2.231)
C (-0.532, -2.621, 1.310)
H (0.957, -1.082, -1.588)
H (3.340, -1.070, -2.618)
H (4.730, 1.114, -2.244)
N (0.046, 0.727, 0.133)
C (0.197, 1.857, 0.869)

## Properties
2S+1: 4
gap between HOMO and LUMO (alpha / beta): 5.282 / 6.143 eV
E_LUMO (alpha / beta): 0.0688 / 0.0694 Eh
E_HOMO (alpha / beta): -0.1254 / -0.1563 Ha
total charge: -1

# 6
Formula: C30H92N2O26
Source: OMol25
Level of theory: ωB97M-V/def2-TZVPD

Atoms and positions in Å:
C (-13.367, 15.013, 27.147)
C (-17.179, 10.755, 24.749)
C (-14.909, 17.217, 23.709)
H (-20.253, 6.040, 24.260)
H (-21.559, 18.711, 26.539)
H (-11.976, 4.723, 27.812)
H (-17.068, 20.695, 26.428)
H (-16.301, 17.103, 25.340)
H (-20.120, 5.745, 26.516)
O (-14.664, 15.596, 26.975)
H (-15.294, 18.942, 29.268)
C (-22.388, 11.350, 25.534)
O (-14.685, 5.796, 25.582)
H (-17.406, 19.425, 29.728)
O (-21.650, 15.632, 31.365)
O (-16.008, 9.940, 25.004)
O (-13.886, 17.259, 24.720)
O (-13.570, 13.552, 25.202)
C (-17.281, 13.462, 27.423)
H (-14.225, 10.411, 27.954)
H (-15.473, 20.748, 24.510)
C (-21.720, 15.659, 29.977)
H (-19.382, 13.694, 27.334)
H (-12.701, 5.154, 25.463)
O (-16.875, 20.099, 23.032)
H (-23.280, 17.986, 24.959)
C (-13.399, 13.597, 26.617)
H (-18.879, 20.013, 24.337)
H (-17.034, 17.215, 23.692)
H (-17.274, 15.135, 24.782)
H (-19.061, 18.402, 26.114)
H (-18.898, 3.872, 23.717)
O (-18.515, 7.904, 28.770)
H (-14.401, 13.943, 24.922)
C (-16.912, 18.600, 30.241)
H (-14.934, 18.181, 23.200)
H (-19.732, 17.174, 19.654)
C (-19.541, 19.380, 26.103)
H (-21.585, 14.423, 28.142)
H (-22.712, 16.053, 29.756)
H (-14.694, 16.512, 22.906)
H (-16.568, 10.539, 29.597)
C (-12.793, 6.379, 27.179)
O (-18.073, 10.076, 30.825)
C (-16.127, 8.596, 24.430)
H (-16.103, 12.460, 25.252)
H (-20.605, 10.355, 25.051)
H (-18.160, 10.372, 25.031)
C (-18.462, 4.853, 23.906)
C (-20.871, 11.280, 25.562)
H (-18.636, 15.146, 27.829)
H (-20.734, 15.413, 31.549)
H (-18.848, 6.599, 25.144)
H (-17.232, 13.309, 28.501)
H (-14.573, 16.149, 26.195)
H (-13.049, 15.065, 28.188)
C (-17.390, 17.258, 29.555)
O (-18.505, 14.892, 25.796)
H (-20.984, 17.959, 21.669)
H (-17.949, 18.120, 20.836)
H (-17.546, 4.650, 24.461)
H (-17.911, 10.783, 19.643)
C (-18.526, 14.332, 27.112)
H (-23.091, 19.523, 24.163)
H (-16.489, 20.052, 21.076)
O (-18.914, 8.498, 22.283)
H (-21.438, 20.340, 25.765)
H (-20.506, 13.895, 29.429)
H (-17.309, 18.665, 31.254)
H (-22.716, 12.211, 26.116)
O (-15.480, 18.632, 30.157)
C (-16.272, 16.743, 24.311)
O (-20.199, 11.363, 26.824)
H (-20.546, 20.244, 20.953)
H (-17.276, 10.873, 23.670)
O (-14.994, 10.695, 27.459)
H (-18.523, 9.173, 21.729)
H (-19.449, 19.810, 27.101)
O (-21.268, 18.549, 24.639)
H (-15.878, 16.300, 29.798)
H (-16.974, 10.953, 20.819)
C (-16.174, 20.708, 21.887)
H (-23.410, 13.946, 29.417)
H (-14.853, 5.832, 22.013)
O (-20.117, 19.483, 20.555)
H (-18.447, 16.928, 22.012)
H (-17.688, 9.338, 27.665)
H (-15.200, 8.030, 24.522)
C (-21.079, 19.311, 25.766)
H (-16.731, 8.774, 30.049)
H (-19.250, 11.436, 26.702)
H (-17.100, 19.071, 25.803)
H (-13.357, 7.116, 27.751)
C (-13.295, 6.021, 25.753)
H (-16.854, 21.809, 24.261)
H (-20.494, 14.426, 25.458)
H (-17.854, 7.388, 28.304)
H (-22.953, 10.329, 27.084)
C (-20.045, 18.500, 21.558)
O (-12.830, 5.141, 27.943)
H (-18.866, 5.178, 22.123)
H (-19.905, 18.894, 22.565)
H (-13.321, 17.998, 24.484)
C (-22.667, 18.522, 24.235)
H (-16.408, 21.750, 21.667)
H (-18.557, 9.289, 31.086)
H (-14.981, 10.159, 26.666)
H (-18.270, 7.789, 22.288)
C (-16.544, 20.765, 24.310)
H (-12.626, 15.642, 26.654)
H (-17.875, 12.833, 24.976)
H (-18.468, 17.186, 29.700)
O (-16.399, 15.277, 24.415)
O (-22.615, 13.410, 29.465)
H (-16.719, 11.566, 27.307)
C (-17.240, 9.705, 29.798)
H (-19.049, 9.954, 28.478)
H (-15.108, 20.530, 22.033)
H (-17.025, 8.039, 24.697)
O (-18.169, 5.521, 22.687)
C (-18.179, 9.318, 28.638)
C (-21.501, 14.287, 29.220)
H (-14.279, 13.135, 27.064)
O (-17.779, 10.512, 20.551)
H (-16.320, 13.824, 27.058)
H (-12.999, 6.804, 25.055)
C (-17.293, 20.110, 25.536)
H (-11.816, 6.855, 27.100)
H (-12.504, 13.086, 26.972)
H (-16.150, 5.855, 22.793)
O (-15.202, 5.777, 22.903)
N (-17.457, 12.076, 26.844)
H (-20.311, 11.942, 24.901)
N (-18.753, 20.256, 25.310)
C (-19.372, 5.705, 24.807)
O (-16.771, 16.124, 30.103)
C (-17.138, 12.154, 25.404)
O (-19.287, 16.568, 20.252)
C (-18.809, 17.557, 21.199)
O (-22.942, 10.209, 26.131)
H (-22.704, 11.480, 24.499)
H (-21.083, 16.452, 29.584)
H (-19.611, 15.291, 24.199)
H (-14.895, 5.743, 24.647)
O (-19.898, 5.030, 25.915)
C (-19.770, 15.220, 25.275)
H (-22.787, 17.964, 23.306)
H (-16.258, 8.773, 23.363)
H (-17.204, 17.245, 28.481)
H (-20.153, 16.152, 25.691)

## Properties
2S+1: 2
gap between HOMO and LUMO (alpha / beta): 7.653 / 2.076 eV
E_LUMO (alpha / beta): -0.1046 / -0.3095 Eh
E_HOMO (alpha / beta): -0.3858 / -0.3858 Ha
total charge: +1

# 7
Formula: C29H28AuN4O3
Source: OMol25
Level of theory: ωB97M-V/def2-TZVPD

Atoms and positions in Å:
H (-1.532, -3.321, -3.327)
H (-4.425, -0.995, -1.224)
C (-0.828, -1.921, -1.894)
C (2.801, 3.788, 1.272)
H (2.471, -0.117, 3.947)
C (1.985, 0.471, -2.056)
O (2.104, -0.803, 2.020)
H (2.777, 1.010, 2.630)
C (0.495, 1.515, 4.412)
C (4.094, 3.366, 1.576)
C (-3.496, -1.309, 3.498)
C (-0.779, -2.577, -3.110)
C (-4.838, -0.237, 1.800)
H (-3.353, -1.592, 4.533)
C (-3.925, -0.577, 0.816)
H (-0.085, 2.746, -0.022)
C (2.528, 1.840, -0.135)
H (4.704, 0.190, -1.348)
N (-1.782, -1.617, 0.306)
H (1.945, -0.957, -4.322)
H (-1.324, -2.670, 3.997)
H (1.254, 1.495, 5.183)
H (-3.219, 0.272, -1.031)
H (0.301, -2.752, -4.954)
N (-0.177, 0.868, 2.231)
H (-0.905, 2.664, 5.555)
C (-4.631, -0.598, 3.125)
C (-1.335, -2.459, 2.929)
C (1.024, -0.634, -2.436)
N (1.686, 1.113, -0.893)
C (1.145, -1.262, -3.663)
H (-1.303, -3.404, 2.384)
H (3.654, -0.696, -0.245)
H (2.426, 4.716, 1.684)
H (-5.362, -0.322, 3.875)
H (-2.075, 1.426, 1.630)
H (2.000, -1.655, 2.457)
C (-2.554, -1.673, 2.555)
O (2.854, 0.801, -2.837)
C (-4.135, -0.147, -0.603)
C (-1.357, 1.484, 2.437)
C (3.852, 1.396, 0.196)
C (0.739, 0.871, 3.205)
C (-1.657, 2.145, 3.606)
C (4.400, 0.098, -0.307)
H (-0.425, -1.914, 2.665)
H (-2.620, 2.621, 3.720)
C (0.652, 3.546, 0.016)
C (0.231, -2.249, -4.000)
H (0.697, 3.970, -0.990)
C (4.606, 2.186, 1.042)
O (-2.828, -2.974, -1.204)
Au (0.011, -0.118, 0.346)
C (2.004, 3.049, 0.424)
H (0.308, 4.324, 0.696)
C (-1.935, -2.206, -0.907)
H (-4.915, 0.610, -0.661)
H (5.264, -0.199, 0.286)
H (-5.723, 0.325, 1.528)
H (4.709, 3.962, 2.238)
H (5.608, 1.870, 1.302)
C (2.096, 0.230, 2.982)
C (-0.706, 2.163, 4.617)
N (0.061, -0.980, -1.579)
C (-2.773, -1.322, 1.197)

## Properties
2S+1: 3
gap between HOMO and LUMO (alpha / beta): 7.554 / 4.948 eV
E_LUMO (alpha / beta): -0.1073 / -0.2129 Eh
E_HOMO (alpha / beta): -0.3849 / -0.3947 Ha
total charge: +1